{
  "formula": "C2H8O2",
  "method": "wB97M-V/def2-TZVPD",
  "spin_multiplicity": 2,
  "e_homo_ev": [-13.2, -13.2],
  "fmax_ev_per_a": 5.76,
  "total_charge": 1,
  "orbital_gap_ev": [9.2, 2.4],
  "symbols": ["C", "O", "C", "H", "H", "H", "H", "H", "H", "H", "H", "O"],
  "xyz": [[-1.71586, 1.86029, -0.38257], [-2.29431, 2.28271, -1.61618], [-0.93698, 0.43349, -0.60584], [-1.02787, 2.63215, -0.23570], [-2.47028, 1.66188, 0.42440], [-2.80301, 1.66828, -2.10895], [-0.36289, 0.29059, -1.48441], [-0.25176, 0.17428, 0.14977], [-1.68032, -0.35675, -0.55226], [3.89354, -3.19310, 1.64459], [4.75090, -4.01899, 2.73423], [4.89884, -3.43484, 2.03291]],
  "forces_ev_per_a": [[-0.07, -1.01, -1.90], [2.06, 0.84, 2.32], [-1.99, -0.80, -0.18], [0.82, 1.18, 1.04], [0.24, 0.03, -0.60], [-1.64, -1.81, -0.83], [0.17, 0.77, -1.34], [0.70, 0.76, 1.72], [-0.29, 0.05, -0.22], [4.28, -1.18, 1.80], [-0.52, -1.45, 1.71], [-3.76, 2.62, -3.50]]
}